The following is a DFT calculation (ωB97M-V/def2-TZVPD) of C30H32AsCl5IN4O4Si2Ti as an isolated structure.

As for the highest occupied orbital energy: -10.7 eV. The molar mass is 995.74 g/mol. The calculation puts the energy above the lowest of the compared OMol25 structures with the same formula, charge and spin at 1.66 kcal/mol. Its orbital gap is 6.70 eV.

The geometry in ORCA input format:
```
! wB97M-V def2-TZVPD RIJCOSX def2/J DEFGRID3
* xyz 1 1
Ti 0.13 0.40 0.23
Cl -6.10 0.76 4.07
C -4.82 0.75 2.94
C -3.52 0.47 3.36
Cl -3.17 0.13 5.00
C -2.50 0.46 2.42
Cl -0.86 0.11 2.84
C -2.73 0.73 1.07
O -1.73 0.69 0.21
C -4.03 1.02 0.66
Cl -4.31 1.32 -1.01
C -5.07 1.03 1.59
Cl -6.67 1.36 1.07
N -1.59 7.35 -7.15
C -1.35 6.58 -6.34
C -1.04 5.62 -5.32
C 0.17 5.70 -4.63
C 0.46 4.77 -3.64
C -0.45 3.76 -3.34
C -1.65 3.68 -4.04
C -1.95 4.61 -5.02
C -0.16 2.76 -2.29
C 0.02 3.23 -0.98
C -0.07 4.57 -0.52
C 0.24 4.56 0.83
C 0.50 3.22 1.16
N 0.37 2.43 0.09
C -0.03 1.43 -2.70
C 0.09 0.97 -4.03
C 0.37 -0.38 -3.98
C 0.40 -0.72 -2.63
N 0.15 0.34 -1.85
H 0.88 6.48 -4.88
H 1.40 4.83 -3.11
H -2.35 2.89 -3.81
H -2.89 4.56 -5.56
H -0.33 5.42 -1.12
H 0.27 5.40 1.50
H 0.76 2.82 2.12
H 0.02 1.59 -4.91
H 0.54 -1.05 -4.81
H 0.61 -1.69 -2.19
O 2.08 0.10 0.04
O 1.56 0.24 1.37
C 4.31 2.36 0.85
Si 4.86 0.67 1.41
C 6.68 0.35 1.09
C 4.42 0.39 3.21
As 3.77 -0.81 -0.12
Si 3.39 -2.82 1.11
C 5.14 -3.33 1.56
C 2.67 -4.03 -0.12
C 2.29 -2.65 2.60
H 4.79 3.13 1.47
H 3.23 2.48 0.93
H 4.60 2.54 -0.19
H 7.27 1.02 1.71
H 6.94 0.53 0.05
H 6.97 -0.67 1.35
H 4.95 1.14 3.81
H 4.71 -0.59 3.58
H 3.35 0.53 3.38
H 5.82 -3.30 0.70
H 5.12 -4.36 1.92
H 5.56 -2.71 2.35
H 3.41 -4.33 -0.86
H 1.83 -3.59 -0.67
H 2.33 -4.94 0.39
H 2.58 -1.83 3.26
H 2.34 -3.58 3.17
H 1.25 -2.48 2.30
N -0.97 -3.79 0.27
C -1.12 -2.52 -0.08
O -0.24 -1.69 0.24
C -2.32 -2.15 -0.91
I -4.14 -2.68 0.05
H -0.17 -4.06 0.82
H -1.71 -4.46 0.11
H -2.29 -2.71 -1.85
H -2.32 -1.09 -1.10
*
```